Computed, not measured: C6H4O in the gas phase, with ωB97M-V/def2-TZVPD.

XYZ file:
```
11
Properties=species:S:1:pos:R:3:forces:R:3:mulliken_charge:R:1
C -1.7731 0.9054 -0.6433 0.292 0.022 -0.021 0.34
C -0.8615 0.2555 -0.2052 0.069 0.913 -0.539 -0.88
C 0.4088 -0.2910 0.1839 -0.191 0.195 -0.095 0.77
C 1.5240 0.6014 -0.2715 0.205 -0.090 0.023 -1.14
C 0.4727 -1.4646 0.8734 -0.374 0.203 -0.119 -1.18
C -0.7935 -1.8659 1.0697 -0.730 -1.022 0.617 1.01
O -1.8481 -2.2805 1.2961 1.026 0.205 -0.124 -0.32
H -2.4530 1.5840 -1.0969 -0.350 -0.177 0.105 0.47
H 2.5151 0.2223 -0.0238 -0.142 -0.066 0.035 0.32
H 1.3781 1.5930 0.1724 0.084 -0.141 -0.019 0.31
H 1.4304 0.7403 -1.3548 0.110 -0.042 0.138 0.31
```
Positions in Å, forces in eV/Å.

SMILES string: C#CC(C)=C=C=O
2S+1: 1
Frontier orbital gap, eV: 8.9

***

Computed, not measured: 2 unconnected molecules or ions with the total composition CH3N2O2, with ωB97M-V/def2-TZVPD.

XYZ file:
```
8
Properties=species:S:1:pos:R:3:forces:R:3:mulliken_charge:R:1
C 0.8221 -0.1421 0.2398 -0.886 -3.809 5.927 -0.02
N 2.2119 -0.0500 0.0546 1.335 0.975 -3.128 0.85
N -0.1716 0.4951 -0.1911 -1.249 -0.795 0.976 -0.12
O 2.8770 -0.8021 -0.6110 -0.798 0.014 0.944 -0.41
O 2.5057 1.0101 0.5537 0.751 0.444 0.913 -0.38
H 0.7759 -1.0928 1.7971 -0.267 2.093 -3.807 0.41
H -1.0907 0.3050 0.3319 1.493 0.705 -1.379 0.37
H -0.0731 1.1756 -0.9308 -0.379 0.373 -0.446 0.30
```
Positions in Å, forces in eV/Å.

Total charge: +1
2S+1: 1
Frontier orbital gap (alpha / beta), eV: 10.0 / 10.0

***

Computed, not measured: a gas-phase ion, C5H10O2 (charge +1), with ωB97M-V/def2-TZVPD.

XYZ file:
```
17
Properties=species:S:1:pos:R:3:forces:R:3:lowdin_spin:R:1
O 1.5784 0.1867 1.8126 0.824 -0.158 0.139 0.65
C 0.5330 0.7556 1.6282 -2.005 -0.977 0.020 0.09
O -0.4915 0.7841 2.4443 0.130 0.303 -0.489 0.05
C 0.2105 1.3083 0.2139 -0.055 0.283 -0.042 0.13
C 0.7556 0.5794 -0.9980 0.213 -0.799 0.802 0.01
C 0.2853 -0.8806 -1.0400 0.805 -1.131 0.044 0.01
C -1.1343 -1.2204 -0.6186 0.224 0.064 -1.065 0.01
H -0.5437 0.0963 3.1318 0.600 0.128 0.262 0.00
H -0.8701 1.1427 0.1853 -0.096 0.334 0.365 0.02
H 0.4492 2.3710 0.3512 0.134 -0.029 -0.403 0.01
H 1.8335 0.4504 -0.9607 0.208 0.972 -0.465 0.00
H 0.3839 1.1401 -1.8563 0.301 0.047 -0.137 0.01
H 1.0382 -1.5030 -0.5175 -0.314 0.365 0.484 0.01
H 0.4636 -1.2907 -2.0431 -0.361 0.479 -0.077 0.00
H -1.3004 -2.2844 -0.8119 -0.166 0.224 0.165 0.00
H -1.4431 -0.9867 0.3948 0.150 0.020 0.231 0.00
H -1.7481 -0.6488 -1.3158 -0.592 -0.124 0.166 0.00
```
Positions in Å, forces in eV/Å.

Total charge: +1
2S+1: 2
Frontier orbital gap (alpha / beta), eV: 10.8 / 5.6

***

Computed, not measured: 11 unconnected molecules or ions with the total composition C4H20BO18, with ωB97M-V/def2-TZVPD.

XYZ file:
```
43
Properties=species:S:1:pos:R:3:forces:R:3:lowdin_spin:R:1
O 2.0576 -2.5489 -0.9504 -3.880 4.576 2.754 0.00
C 1.2868 -1.6361 -0.4458 3.118 -5.074 -1.831 0.00
O 1.1933 -0.4135 -0.8170 0.638 2.826 -1.273 0.00
B 0.0868 0.3234 -0.1713 1.214 -3.522 0.233 0.00
O -0.2627 -0.5999 0.9246 -0.593 1.001 -0.226 0.00
C 0.2527 -1.7833 0.6553 -0.501 -5.107 2.743 0.00
O -0.0166 -2.8736 1.2288 0.811 4.281 -2.053 0.00
O -0.9945 0.4081 -1.1777 -0.148 4.710 1.298 0.07
C -1.4109 1.7163 -1.1317 -3.548 -2.648 -2.745 0.06
O -2.3718 2.1606 -1.7196 2.483 -0.220 1.445 0.15
C -0.4998 2.5257 -0.1174 2.372 2.828 1.491 0.06
O 0.4153 1.7269 0.3356 -1.720 0.088 -1.062 0.04
O -0.5612 3.7619 0.1109 -0.468 -3.528 -0.894 0.53
O 1.6733 0.9715 2.8235 0.105 -0.193 -0.029 0.01
H 1.0289 1.0738 2.1231 -0.061 -0.055 0.234 0.00
H 1.7428 1.8423 3.2147 0.095 0.201 0.207 0.00
O 1.2732 -5.5066 0.2541 -0.118 -0.337 -0.157 0.00
H 1.2251 -4.5588 0.3789 -0.079 0.383 0.080 0.00
H 2.1218 -5.6507 -0.1648 0.166 -0.072 -0.116 0.00
O 0.6424 -5.0833 3.2004 0.035 -0.157 0.483 0.00
H -0.1427 -5.0649 2.6530 -0.088 -0.062 -0.247 0.00
H 0.9625 -4.1812 3.1912 0.093 0.203 -0.059 0.00
O 2.5408 -3.2589 -3.6100 0.152 0.019 -0.547 0.00
H 2.2212 -4.1591 -3.5479 -0.063 -0.218 0.009 0.00
H 2.0181 -2.7741 -2.9713 0.062 0.077 0.343 0.00
O -4.1426 2.8948 1.2731 0.094 -0.323 -0.148 0.00
H -3.4427 3.2638 0.7344 0.004 0.239 -0.145 0.00
H -4.2497 3.5208 1.9893 -0.090 0.164 0.259 0.00
O -1.9037 5.2711 -2.7795 0.086 0.148 0.291 0.03
H -2.3258 4.5564 -2.3028 -0.342 -0.196 0.080 0.00
H -1.1410 4.8664 -3.1927 0.233 -0.014 -0.356 0.00
O 0.5044 6.2304 1.4639 -0.286 -0.157 0.083 0.05
H 1.3721 6.1488 1.8598 0.295 0.072 0.197 0.00
H 0.5736 5.7578 0.6344 0.017 0.068 -0.325 0.00
O -2.2372 2.6394 -5.2066 0.328 0.032 -0.052 0.00
H -2.2365 2.6297 -4.2495 -0.110 -0.035 0.187 0.00
H -3.1539 2.5053 -5.4473 -0.252 -0.019 -0.121 0.00
O -2.7594 -2.8710 2.8056 -0.384 0.101 0.112 0.00
H -2.5378 -3.2974 1.9778 0.131 -0.090 -0.190 0.00
H -1.9172 -2.7415 3.2418 0.258 0.006 0.067 0.00
O 4.4185 -2.4961 1.3506 0.010 0.142 0.312 0.00
H 4.1673 -3.3517 1.0026 -0.102 -0.241 -0.096 0.00
H 4.5291 -1.9450 0.5758 0.031 0.105 -0.236 0.00
```
Positions in Å, forces in eV/Å.

2S+1: 2
Frontier orbital gap (alpha / beta), eV: 6.4 / 2.2

***

Computed, not measured: a molecular structure, C57H46ClN4O7P2Ti, with ωB97M-V/def2-TZVPD.

XYZ file:
```
118
Properties=species:S:1:pos:R:3:forces:R:3:lowdin_spin:R:1
Ti 1.6900 -3.4180 0.6586 0.350 -0.667 -1.239 1.04
O 5.0757 -3.5218 1.6510 0.112 -1.032 0.030 0.00
Cl 4.5532 -2.2280 1.8159 -0.604 0.481 0.608 0.00
O 5.3991 -1.2609 1.2405 0.405 0.885 -0.601 0.00
O 3.2349 -2.1556 1.0505 0.057 0.016 0.209 0.01
O 4.2741 -1.9052 3.1824 -0.240 -0.226 -0.263 0.00
O 2.3385 -3.3949 -1.5072 -1.512 0.320 -0.758 -0.01
N 1.4564 -3.6464 -2.4031 0.225 -1.010 2.005 0.01
N 0.3291 -4.0995 -1.8784 2.917 1.837 0.633 0.02
O 0.1749 -3.9706 -0.5444 -0.776 -0.311 -1.202 0.01
C -0.6609 -4.5222 -2.7744 0.140 0.573 -1.173 0.00
C -1.8685 -4.9067 -2.2756 0.534 -0.400 0.863 0.00
C -2.8417 -5.2988 -3.1524 -1.174 -0.450 -0.121 0.00
C -2.6847 -5.2852 -4.5144 1.152 0.638 -0.701 0.00
C -1.4421 -4.8562 -5.0339 -0.382 0.328 0.392 0.00
C -0.4230 -4.4561 -4.1761 -0.731 -0.432 0.592 0.00
H -1.9694 -4.9687 -1.1971 -0.246 0.153 -0.141 0.00
H -3.7727 -5.6159 -2.7329 -0.544 -0.155 0.132 0.00
H -3.4841 -5.5004 -5.2110 -0.075 -0.226 0.200 0.00
H -1.3391 -4.7406 -6.1129 0.198 -0.162 0.266 0.00
H 0.5230 -4.0939 -4.5332 0.091 0.009 -0.135 0.00
C -1.9235 5.9165 1.7779 0.275 0.283 -0.459 0.00
C -1.9968 5.7179 0.2442 -0.708 -0.046 -0.142 0.00
C -2.7478 6.8455 -0.4748 2.024 -0.498 -0.206 0.00
C -0.5844 5.5912 -0.3409 0.316 -1.941 0.609 0.00
C 0.2777 6.6070 -0.7148 0.234 -0.294 -0.601 0.00
C 1.6351 6.3486 -0.9985 -0.810 0.422 0.180 0.00
C 2.1587 5.0679 -0.8122 0.561 1.213 -0.617 0.00
C 1.3301 4.0342 -0.4432 0.091 -1.109 -0.150 0.00
P 1.8595 2.2906 -0.0269 0.168 0.762 -1.005 0.00
C 1.7643 2.4655 1.7543 0.337 -1.135 0.768 0.00
C 1.2007 3.4970 2.4790 -0.037 0.371 -1.699 0.00
C 1.1258 3.4993 3.8190 -0.365 -0.782 2.959 0.00
C 1.5364 2.3643 4.5373 1.304 -0.531 -0.676 0.00
C 2.1491 1.2924 3.8411 -0.540 0.793 0.068 0.00
C 2.2376 1.3499 2.4527 -0.082 0.572 0.646 0.00
C 3.6845 2.3487 -0.3481 -0.355 -0.770 0.021 0.00
C 4.1209 1.5018 -1.3781 -0.529 0.493 -0.115 0.00
C 5.4495 1.5002 -1.7250 1.606 -0.402 -1.106 0.00
C 6.3636 2.2935 -1.0514 -1.380 -0.168 0.322 0.00
C 5.9440 3.0483 0.0317 1.298 -0.505 0.078 0.00
C 4.6335 3.0329 0.4139 -1.143 0.343 -0.195 0.00
C -0.0276 4.2831 -0.2908 0.199 1.837 0.375 0.00
O -0.7536 3.2424 0.1551 0.463 -0.720 0.227 0.00
C -2.1002 3.2317 -0.0269 1.045 -0.822 -0.209 0.00
C -2.6306 1.9872 -0.2687 -1.396 -0.897 -0.052 0.00
C -4.0297 1.9442 -0.4335 1.492 -0.122 -0.060 0.00
C -4.7740 3.0894 -0.3784 -1.221 1.403 -0.195 0.00
C -4.1637 4.3415 -0.1923 0.282 -1.100 0.437 0.00
C -2.7767 4.4037 -0.0107 -1.016 1.668 0.029 0.00
P -1.4889 0.5151 -0.4451 -0.141 1.123 -0.525 0.00
C -2.7012 -0.8429 -0.5662 0.974 1.156 0.838 0.00
C -3.0763 -1.4061 0.6441 0.198 -0.600 -0.868 0.00
C -3.9669 -2.4509 0.6181 -1.230 -0.405 0.764 0.00
C -4.5678 -2.8621 -0.5620 0.295 -0.048 -1.251 0.00
C -4.0770 -2.3540 -1.7932 -1.598 -0.343 0.826 0.00
C -3.1629 -1.3205 -1.7488 -0.240 -0.698 -1.931 0.00
C -1.0617 0.8259 -2.2415 0.326 -0.356 0.445 0.00
C -1.7883 1.4743 -3.2275 0.069 -0.094 -0.999 0.00
C -1.3580 1.4469 -4.5689 -0.482 0.505 -0.625 0.00
C -0.1587 0.8479 -4.9165 1.045 -0.360 1.202 0.00
C 0.6582 0.2971 -3.9007 -1.705 0.253 -0.188 0.00
C 0.1556 0.2521 -2.6010 0.868 -0.346 -0.020 0.00
H -1.4113 6.8213 2.0747 0.283 0.517 -0.298 0.00
H -1.3328 5.1227 2.2097 -0.159 -0.507 0.312 0.00
H -2.9103 5.9915 2.2220 -0.241 -0.385 0.023 0.00
H -2.1716 7.7575 -0.3851 0.045 0.326 -0.079 0.00
H -3.7082 7.0383 -0.1039 -1.423 0.093 0.492 0.00
H -2.7495 6.5153 -1.5071 -0.419 0.421 -0.370 0.00
H -0.1623 7.5766 -0.8814 0.304 0.386 0.152 0.00
H 2.2457 7.1928 -1.3349 -0.047 -0.475 0.143 0.00
H 3.2289 4.9332 -1.0093 -0.469 -0.226 0.240 0.00
H 0.7792 4.3250 1.9642 -0.049 0.702 -0.424 0.00
H 0.6942 4.3474 4.3684 0.169 -0.348 -0.342 0.00
H 1.5563 2.3206 5.6185 -0.339 0.159 0.019 0.00
H 2.5503 0.4180 4.3462 -0.165 0.165 0.090 0.00
H 2.7066 0.5463 1.9200 0.179 -0.427 -0.222 0.00
H 3.4190 0.8961 -1.9481 -0.013 0.088 0.249 0.00
H 5.8919 0.8913 -2.5463 -0.872 0.276 0.628 0.00
H 7.3802 2.2660 -1.3186 1.131 0.006 -0.307 0.00
H 6.7391 3.4914 0.6151 -0.272 0.471 0.211 0.00
H 4.2840 3.5880 1.2670 0.037 0.171 0.295 0.00
H -4.4863 1.0202 -0.6818 -0.428 -0.788 -0.010 0.00
H -5.8772 3.0524 -0.5379 0.996 -0.019 0.221 0.00
H -4.7879 5.2028 -0.0680 -0.119 0.400 -0.232 0.00
H -2.5959 -1.1057 1.5406 0.186 0.295 0.794 0.00
H -4.3071 -2.9132 1.5500 0.248 0.192 -0.215 0.00
H -5.4043 -3.5710 -0.5240 0.532 0.120 -0.137 0.00
H -4.5258 -2.6456 -2.7581 0.390 -0.040 0.636 0.00
H -2.8066 -0.9419 -2.7097 -0.045 0.131 0.397 0.00
H -2.7187 1.9707 -3.0310 -0.351 0.121 0.341 0.00
H -1.9648 1.9176 -5.3904 0.508 -0.466 1.107 0.00
H 0.2418 0.7930 -5.9163 -0.328 0.231 -0.305 0.00
H 1.5913 -0.1547 -4.1642 0.433 -0.192 0.043 0.00
H 0.7297 -0.2434 -1.8103 -0.046 0.182 -0.327 0.00
C -1.9448 -0.7421 4.0856 0.270 -0.906 0.457 0.03
C -0.8468 -0.3983 3.3307 -0.074 -0.773 -0.223 0.00
C -0.0247 -1.3859 2.8178 0.006 -1.612 0.115 0.03
C -0.2463 -2.7705 3.0482 -0.176 1.159 0.096 0.01
C -1.3485 -3.0983 3.9114 2.497 -0.977 -2.219 0.02
C -2.1288 -2.1041 4.3626 -1.784 0.997 1.041 0.00
N 0.6366 -3.6775 2.4030 -0.656 1.726 0.212 0.18
N 0.6636 -4.8551 2.9590 0.079 -0.610 0.681 0.38
C 1.4679 -5.7356 2.2968 -0.289 -0.555 -1.201 0.02
C 1.3702 -7.0369 2.7870 0.673 -1.678 -0.324 0.07
C 1.9003 -8.1086 2.0376 0.106 0.692 0.138 -0.01
C 2.5418 -7.8572 0.7965 -0.305 0.665 0.932 0.09
C 2.7035 -6.5223 0.3820 0.177 0.010 -0.129 -0.01
C 2.1615 -5.4328 1.0487 -0.831 0.077 1.998 0.09
H -2.6031 -0.0436 4.5643 -0.153 0.440 -0.124 0.00
H -0.6175 0.5951 3.0717 0.186 1.262 -0.092 0.00
H 0.8612 -1.1430 2.2569 0.187 0.355 -0.231 0.00
H -1.5307 -4.1430 4.0717 -0.173 -0.247 0.319 0.00
H -2.9824 -2.3972 4.9747 0.072 0.169 -0.006 0.00
H 0.8464 -7.2337 3.7381 0.313 0.213 -0.587 0.00
H 1.8457 -9.1100 2.4819 -0.053 0.272 -0.484 0.00
H 2.9213 -8.6485 0.1655 0.089 -0.173 0.162 0.01
H 3.3049 -6.2849 -0.4952 -0.205 -0.355 -0.156 0.00
```
Positions in Å, forces in eV/Å.

Total charge: -1
2S+1: 3
Frontier orbital gap (alpha / beta), eV: 5.5 / 7.2

***

Computed, not measured: 2 unconnected molecules or ions with the total composition C2H2ClOP, with ωB97M-V/def2-TZVPD.

XYZ file:
```
7
Properties=species:S:1:pos:R:3:forces:R:3:mulliken_charge:R:1
C -1.5821 -0.8908 -0.1966 2.452 1.284 -1.011 0.22
C 0.6323 0.2749 0.1555 -1.402 -2.181 -0.165 0.07
O -1.5856 -1.8328 0.4779 -0.774 0.584 -0.713 -0.25
P 0.8731 1.8671 0.0526 -3.164 1.341 -0.721 -0.16
Cl 1.5189 -1.1396 0.4402 0.217 0.113 0.155 -0.14
H -1.9949 -0.4872 -1.2255 0.135 -0.886 1.944 0.28
H 2.1382 2.2084 0.2959 2.535 -0.255 0.510 -0.02
```
Positions in Å, forces in eV/Å.

2S+1: 1
Frontier orbital gap (alpha / beta), eV: 7.5 / 8.1

***

Calculated values (kcal per mole) of energy above the lowest of the compared OMol25 structures with the same formula, charge and spin for the records, taken in order: 60.9; 133.5; 25.4; 23.7; 16.0; 93.1.
Calculated values (eV) of E_tot for the records, taken in order: -8329.801; -8145.342; -9432.002; -42003.531; -134355.830; -25959.637.